Entry 1:
{"formula": "C17H18ClN3O5S2", "method": "wB97M-V/def2-TZVPD", "species": ["O", "C", "N", "C", "C", "C", "C", "C", "Cl", "C", "C", "C", "O", "N", "C", "C", "O", "C", "C", "N", "S", "O", "O", "C", "C", "C", "C", "S", "H", "H", "H", "H", "H", "H", "H", "H", "H", "H", "H", "H", "H", "H", "H", "H", "H", "H"], "xyz": [[1.205, 2.321, -1.410], [1.016, 1.367, -0.678], [1.678, 0.207, -0.706], [2.722, -0.103, -1.655], [4.075, -0.093, -0.992], [4.809, -1.259, -0.824], [6.041, -1.235, -0.195], [6.538, -0.032, 0.278], [8.076, 0.005, 1.065], [5.816, 1.143, 0.127], [4.590, 1.105, -0.508], [-0.062, 1.388, 0.407], [-0.191, 0.482, 1.215], [-0.762, 2.530, 0.383], [-2.012, 2.682, 1.077], [-3.139, 1.948, 0.332], [-4.391, 2.354, 0.816], [-5.237, 1.222, 0.802], [-4.288, 0.069, 1.142], [-3.040, 0.505, 0.540], [-2.607, -0.349, -0.842], [-1.481, 0.319, -1.423], [-3.756, -0.577, -1.671], [-2.118, -1.900, -0.171], [-2.790, -3.077, -0.333], [-2.141, -4.154, 0.301], [-0.993, -3.763, 0.919], [-0.686, -2.078, 0.752], [1.424, -0.472, -0.001], [2.521, -1.077, -2.109], [2.674, 0.673, -2.426], [4.420, -2.196, -1.194], [6.612, -2.142, -0.071], [6.216, 2.073, 0.499], [4.020, 2.013, -0.635], [-0.572, 3.110, -0.428], [-1.909, 2.241, 2.072], [-2.271, 3.738, 1.159], [-3.047, 2.149, -0.751], [-6.027, 1.385, 1.534], [-5.664, 1.074, -0.198], [-4.598, -0.881, 0.710], [-4.147, -0.032, 2.222], [-3.702, -3.145, -0.896], [-2.511, -5.163, 0.292], [-0.310, -4.375, 1.474]], "fmax_ev_per_a": 1.18, "homo_energy_ev": -9.03, "charge": 0, "de_lowest_ev": 0.000, "smiles": "O=C(NCc1ccc(Cl)cc1)C(=O)NC[C@@H]1OCCN1S(=O)(=O)c1cccs1"}

Entry 2:
{"formula": "C28H24N3ScSe", "method": "wB97M-V/def2-TZVPD", "species": ["Sc", "C", "C", "C", "C", "C", "C", "C", "H", "H", "H", "H", "H", "H", "H", "H", "C", "C", "C", "C", "N", "C", "C", "C", "C", "C", "C", "N", "H", "H", "H", "H", "H", "H", "H", "H", "C", "C", "C", "C", "N", "C", "C", "C", "C", "C", "C", "C", "H", "H", "H", "H", "H", "H", "H", "H", "Se"], "xyz": [[-0.297, 0.122, 0.190], [1.464, -4.414, 0.834], [1.896, -2.979, 0.913], [1.760, -2.274, 2.107], [2.031, -0.920, 2.175], [2.455, -0.239, 1.035], [2.588, -0.928, -0.165], [2.316, -2.292, -0.217], [1.794, -4.881, -0.095], [0.371, -4.454, 0.873], [1.861, -4.993, 1.669], [1.380, -2.784, 2.984], [1.881, -0.381, 3.102], [2.707, 0.813, 1.093], [2.928, -0.403, -1.050], [2.396, -2.820, -1.161], [-0.338, -2.390, -3.714], [-0.145, -1.479, -4.739], [0.032, -0.141, -4.428], [0.012, 0.241, -3.095], [-0.168, -0.640, -2.108], [-0.347, -1.930, -2.409], [0.198, 1.663, -2.675], [0.003, 2.720, -3.548], [0.207, 4.011, -3.086], [0.605, 4.204, -1.777], [0.751, 3.093, -0.962], [0.544, 1.848, -1.396], [-0.488, -3.444, -3.907], [-0.134, -1.805, -5.771], [0.205, 0.586, -5.209], [-0.535, -2.562, -1.545], [-0.323, 2.542, -4.563], [0.047, 4.855, -3.745], [0.783, 5.190, -1.373], [1.019, 3.197, 0.081], [-4.568, 0.956, -0.921], [-4.938, 1.686, 0.203], [-3.965, 2.208, 1.031], [-2.624, 2.021, 0.705], [-2.278, 1.280, -0.356], [-3.223, 0.750, -1.135], [-1.520, 2.561, 1.557], [-1.701, 3.797, 2.180], [-0.698, 4.322, 2.983], [0.470, 3.594, 3.173], [0.630, 2.370, 2.529], [-0.337, 1.819, 1.686], [-5.296, 0.510, -1.584], [-5.987, 1.820, 0.441], [-4.223, 2.737, 1.938], [-2.874, 0.110, -1.935], [-2.617, 4.359, 2.030], [-0.827, 5.287, 3.458], [1.256, 3.981, 3.813], [1.563, 1.838, 2.697], [-1.576, -1.823, 0.806]], "fmax_ev_per_a": 0.81, "homo_energy_ev": -6.03, "charge": 0, "de_lowest_ev": 0.160}